(1)
{"formula": "C4H12NP", "method": "ωB97M-V/def2-TZVPD", "e_homo_ev": [-8.4, -8.4], "charge": 0, "gap_ev": [7.93, 7.89], "e_tot_ha": -555.5632, "species": ["C", "C", "C", "C", "N", "P", "H", "H", "H", "H", "H", "H", "H", "H", "H", "H", "H", "H"], "coordinates": [[-1.7433, -2.6089, -0.7304], [-0.2326, 1.4924, -0.9827], [2.2832, 1.1030, 0.2160], [-0.0226, 0.2604, 1.5301], [-1.9926, -1.3620, -0.2612], [0.7310, 0.1514, -0.1521], [-0.6719, -2.7387, -0.9551], [-2.3041, -2.8084, -1.6607], [-2.0324, -3.3746, 0.0084], [0.1460, 1.6426, -1.9914], [-1.2687, 1.1656, -1.0388], [-0.1661, 2.4263, -0.4248], [2.8330, 1.2785, -0.7057], [2.0541, 2.0560, 0.6910], [2.9083, 0.5101, 0.8816], [-0.0882, 1.2956, 1.8643], [-1.0159, -0.1790, 1.4781], [0.5829, -0.3102, 2.2333]], "atomic_forces_ev_per_a": [[0.2491, -1.1021, -0.5317], [0.1618, -0.3209, 0.1603], [-0.2935, -0.2925, -0.1410], [0.0921, -0.0693, -0.2691], [-0.3969, 1.1037, 0.3123], [0.1477, 0.3789, 0.2328], [0.0056, -0.0228, 0.0149], [0.0112, -0.0304, 0.0460], [-0.0075, -0.0783, 0.0104], [-0.0041, 0.0477, -0.0822], [-0.0878, 0.0664, -0.0512], [-0.0408, 0.0677, 0.0119], [0.0824, 0.0447, -0.0527], [0.0139, 0.0864, 0.0354], [0.0788, 0.0030, 0.0280], [-0.0066, 0.0623, 0.0681], [-0.0147, 0.0706, 0.1493], [0.0092, -0.0151, 0.0585]], "nbo_charge": [-0.601, -0.932, -0.927, -0.936, -0.104, 0.772, 0.244, 0.228, 0.229, 0.226, 0.242, 0.211, 0.226, 0.211, 0.226, 0.211, 0.249, 0.224]}

***

(2)
{"formula": "CHF3N2O", "method": "ωB97M-V/def2-TZVPD", "e_homo_ev": -11.2, "charge": 0, "gap_ev": 10.09, "e_tot_ha": -522.7597, "species": ["C", "N", "N", "O", "F", "F", "F", "H"], "coordinates": [[0.0589, -0.6253, 0.2829], [-1.5797, 0.2495, 0.5388], [-2.6028, -0.4453, 0.2853], [0.1013, -1.7813, 0.2526], [-1.3081, 1.4836, -0.2109], [-3.0001, -0.8765, -1.0409], [-3.8525, 0.2077, 0.5300], [0.4926, 0.3348, 0.5717]], "atomic_forces_ev_per_a": [[-3.0481, -0.1898, 1.8230], [2.0442, -0.9321, -0.6052], [-2.6202, -0.7050, -0.2044], [0.4580, 1.7384, -0.4941], [-0.4154, -0.1091, -0.2878], [1.4678, 0.3627, -0.1083], [1.0158, 0.2309, 0.6567], [1.0978, -0.3959, -0.7799]], "nbo_charge": [0.625, -0.050, 0.377, -0.365, -0.320, -0.267, -0.236, 0.237]}

***

Record order is preserved below.
Energy above the lowest of the compared OMol25 structures with the same formula, charge and spin: 96.10 142.58 kcal/mol